1.
The following is a quantum chemistry calculation of C32H31FeN8S as an isolated structure, from the Open Molecules 2025 dataset.

As for the total charge: +1. The orbital gap is 7.71 eV. The calculation puts the LUMO energy at -2.3 eV. The total energy is -3337.85830 hartree. The value obtained for the strongest force on any atom is 0.620 eV/A.

Element x y z (Å)
Fe 0.599 -0.760 0.832
C 0.016 -2.760 2.819
C -1.251 -3.223 2.146
C -1.238 -3.192 0.636
C -2.217 -3.915 -0.033
C -2.191 -4.000 -1.411
C -1.157 -3.377 -2.087
C -0.235 -2.650 -1.360
N -0.277 -2.511 -0.023
N 0.297 -1.322 2.711
C 1.516 -1.013 3.479
C 1.992 0.360 3.083
C 2.858 1.085 3.879
C 3.375 2.274 3.389
C 3.011 2.685 2.119
C 2.116 1.914 1.398
N 1.592 0.785 1.871
C -0.801 -0.487 3.269
C -1.848 -0.179 2.236
C -3.142 0.195 2.562
C -4.032 0.467 1.539
C -3.609 0.326 0.224
C -2.302 -0.052 -0.013
N -1.427 -0.270 0.971
H 0.869 -3.271 2.367
H -0.024 -3.039 3.880
H -2.143 -2.722 2.533
H -1.369 -4.268 2.445
H -2.978 -4.428 0.541
H -2.947 -4.562 -1.944
H -1.063 -3.440 -3.162
H 0.572 -2.134 -1.861
H 2.286 -1.739 3.208
H 1.337 -1.101 4.556
H 3.136 0.713 4.857
H 4.062 2.861 3.985
H 3.410 3.591 1.686
H 1.800 2.200 0.409
H -0.368 0.464 3.584
H -1.226 -0.964 4.159
H -3.442 0.266 3.600
H -5.047 0.769 1.761
H -4.279 0.501 -0.605
H -1.929 -0.194 -1.020
N 3.703 -2.089 -1.758
C 2.771 -1.418 -1.037
S 2.706 -1.688 0.668
N 1.977 -0.636 -1.728
N 1.021 0.065 -0.996
C 0.536 1.052 -1.681
C 0.934 1.311 -3.098
C 0.671 0.390 -4.108
C 0.981 0.688 -5.423
C 1.578 1.902 -5.742
C 1.847 2.822 -4.742
C 1.511 2.532 -3.426
C -0.492 1.999 -1.155
C -1.421 2.541 -2.047
C -2.397 3.397 -1.566
C -2.410 3.706 -0.216
C -1.433 3.141 0.588
N -0.501 2.308 0.142
H 4.428 -2.575 -1.261
H 3.903 -1.754 -2.687
H 0.230 -0.566 -3.856
H 0.766 -0.031 -6.203
H 1.829 2.129 -6.770
H 2.311 3.769 -4.983
H 1.703 3.261 -2.647
H -1.385 2.286 -3.096
H -3.131 3.819 -2.239
H -3.145 4.380 0.202
H -1.394 3.376 1.648

***

2.
The following is a quantum chemistry calculation of C16H16ClIN3O5RhS as an isolated structure, from the Open Molecules 2025 dataset.

The orbital gap (alpha / beta) is 7.30 / 6.05 eV. The relative energy (zero: lowest compared OMol25 entry of this formula, charge and spin) comes out at 0.00 kJ/mol. The calculation puts the LUMO energy (alpha / beta) at -0.1 / -1.4 eV. The total energy is -2426.39670 hartree. The spin multiplicity is 5. The value obtained for the strongest force on any atom is 0.537 eV/A.

Element x y z (Å)
Rh -0.456 1.156 0.274
O -2.270 -2.733 0.942
C -1.750 -1.672 0.913
O -0.673 -1.111 0.845
C -3.167 -0.183 0.953
O -4.187 -0.636 1.325
O -2.623 0.838 0.557
Cl 3.944 5.116 4.033
C 2.710 4.554 2.936
C 2.008 5.452 2.188
C 1.003 5.038 1.296
I -0.021 6.465 0.194
C 0.673 3.704 1.121
O -0.240 3.285 0.313
C 1.434 2.773 1.921
N 1.128 1.454 1.757
C 1.757 0.527 2.440
C 2.765 0.846 3.364
C 3.101 2.156 3.548
C 2.439 3.172 2.823
H 2.229 6.505 2.283
H 1.454 -0.496 2.256
H 3.258 0.057 3.913
H 3.877 2.433 4.247
C -3.343 -2.514 -2.539
C -2.100 -2.027 -3.260
N -1.460 -0.894 -2.586
C -0.205 -0.769 -2.160
S 0.431 0.835 -1.932
N 0.564 -1.829 -1.909
C 0.137 -3.149 -1.435
C 0.693 -4.277 -2.280
H -3.817 -3.308 -3.115
H -4.067 -1.708 -2.429
H -3.121 -2.894 -1.545
H -2.354 -1.681 -4.265
H -1.358 -2.815 -3.387
H -1.934 0.000 -2.678
H 1.508 -1.565 -1.656
H -0.950 -3.170 -1.395
H 0.469 -3.228 -0.397
H 0.348 -4.215 -3.310
H 0.384 -5.237 -1.870
H 1.783 -4.257 -2.294

***

3.
The following is a quantum chemistry calculation of an isolated ion of composition C5H10N and charge +1 in a non-equilibrium geometry, from the Open Molecules 2025 dataset.

As for the total charge: +1. The orbital gap is 11.67 eV. The relative energy (zero: lowest compared OMol25 entry of this formula, charge and spin) comes out at 319.47 kJ/mol. The calculation puts the LUMO energy at -3.1 eV. The total energy is -250.88361 hartree. The value obtained for the strongest force on any atom is 4.330 eV/A. As for the structure (SMILES): C[NH+](C)C1C=C1.

Element x y z (Å)
C -1.049 -1.242 0.036
N -0.185 -0.048 -0.340
C -1.024 1.217 0.060
C 1.156 0.000 0.369
C 2.395 -0.642 -0.113
C 2.384 0.677 -0.085
H -1.490 -0.991 1.023
H -1.748 -1.282 -0.901
H -0.301 -2.002 0.003
H 0.065 0.111 -1.357
H -1.308 1.369 1.047
H -0.377 1.963 -0.353
H -1.894 1.280 -0.452
H 1.104 0.053 1.493
H 2.924 -1.519 -0.191
H 2.871 1.647 -0.121

***

4.
The following is a quantum chemistry calculation of C45H42Cl2CoN2O6Sb as an isolated structure in a non-equilibrium geometry, from the Open Molecules 2025 dataset.

As for the total charge: -1. The orbital gap (alpha / beta) is 7.89 / 7.93 eV. The relative energy (zero: lowest compared OMol25 entry of this formula, charge and spin) comes out at 102.62 kJ/mol. The calculation puts the LUMO energy (alpha / beta) at 2.3 / 2.3 eV. The total energy is -4844.51410 hartree. The spin multiplicity is 2. The value obtained for the strongest force on any atom is 2.141 eV/A.

Element x y z (Å)
Co -0.035 0.216 -0.181
N 0.096 -0.981 1.688
C 1.297 -0.848 2.515
C 2.543 -0.959 1.647
C 2.807 0.303 0.798
O 3.926 0.804 0.859
O 1.842 0.729 0.082
H -0.752 -0.793 2.209
H 0.037 -1.916 1.296
H 1.327 -1.620 3.295
H 1.267 0.127 3.006
H 2.423 -1.807 0.964
H 3.426 -1.128 2.262
C -2.462 6.014 -3.701
C -2.902 4.834 -4.284
C -2.289 3.631 -3.965
C -1.221 3.585 -3.071
C -0.785 4.777 -2.500
C -1.399 5.981 -2.813
Sb -0.355 1.675 -2.449
C -1.053 0.725 -4.273
C -1.775 -0.458 -4.153
C -2.135 -1.200 -5.269
C -1.766 -0.763 -6.534
C -1.080 0.435 -6.671
C -0.741 1.181 -5.549
C 1.615 2.275 -3.062
C 2.214 1.842 -4.238
C 3.471 2.306 -4.601
C 4.143 3.205 -3.786
C 3.572 3.601 -2.586
C 2.319 3.130 -2.220
H -2.949 6.951 -3.941
H -3.732 4.852 -4.981
H -2.648 2.716 -4.420
H 0.040 4.759 -1.798
H -1.054 6.903 -2.360
H -2.040 -0.824 -3.165
H -2.681 -2.128 -5.154
H -2.019 -1.350 -7.408
H -0.796 0.786 -7.656
H -0.230 2.129 -5.675
H 1.713 1.117 -4.863
H 3.929 1.959 -5.520
H 5.114 3.585 -4.079
H 4.111 4.268 -1.925
H 1.904 3.396 -1.254
C -0.222 -6.708 -5.236
C -0.078 -5.422 -4.467
C 0.753 -4.410 -4.915
C 0.905 -3.212 -4.223
C 1.834 -2.193 -4.826
C 0.198 -3.016 -3.018
C -0.649 -4.045 -2.550
C -1.446 -3.956 -1.274
C -0.765 -5.221 -3.281
C 0.339 -1.704 -2.265
O 0.880 -0.739 -2.828
O -0.122 -1.652 -1.078
H 0.180 -6.603 -6.243
H -1.270 -7.003 -5.306
H 0.317 -7.515 -4.735
H 1.307 -4.557 -5.836
H 2.349 -2.620 -5.688
H 2.565 -1.842 -4.101
H 1.271 -1.321 -5.154
H -2.071 -3.065 -1.253
H -0.777 -3.889 -0.419
H -2.079 -4.839 -1.166
H -1.416 -6.006 -2.910
Cl -5.938 0.640 4.071
C -5.596 0.302 2.391
C -5.654 -1.011 1.970
C -5.387 -1.310 0.645
C -5.058 -0.287 -0.225
C -4.995 1.022 0.213
Cl -4.585 2.231 -0.945
C -5.265 1.373 1.544
N -5.335 2.668 2.020
C -4.527 3.809 1.673
C -5.196 4.957 1.259
C -4.500 6.121 0.992
C -3.122 6.150 1.141
C -2.452 5.024 1.582
C -3.135 3.844 1.870
C -2.346 2.649 2.329
C -1.537 2.012 1.164
O -0.684 2.702 0.587
O -1.786 0.794 0.907
H -5.901 -1.791 2.676
H -5.430 -2.332 0.297
H -4.849 -0.494 -1.266
H -5.660 2.710 2.973
H -6.271 4.918 1.141
H -5.032 7.009 0.674
H -2.568 7.053 0.920
H -1.377 5.040 1.697
H -2.986 1.891 2.775
H -1.591 2.961 3.052

***

5.
The following is a quantum chemistry calculation of a 2-piece molecular cluster, C2H3Cl2O3S overall in a non-equilibrium geometry, from the Open Molecules 2025 dataset.

As for the total charge: -1. The orbital gap is 7.80 eV. The relative energy (zero: lowest compared OMol25 entry of this formula, charge and spin) comes out at 0.00 kJ/mol. The calculation puts the LUMO energy at 3.1 eV. The total energy is -1622.39827 hartree. The value obtained for the strongest force on any atom is 2.543 eV/A.

Element x y z (Å)
C -0.888 -0.781 1.293
C -0.422 0.593 1.486
O -1.048 -1.567 -2.548
O 0.618 1.018 1.065
O -2.628 -0.166 -1.199
S -2.322 -0.838 -2.468
Cl -3.824 -2.476 -2.463
Cl -1.494 1.700 2.333
H -0.105 -1.494 1.334
H -1.179 -0.615 0.217
H -1.588 -1.136 1.954

***

6.
The following is a quantum chemistry calculation of one molecule with the formula C5H4O in a non-equilibrium geometry, from the Open Molecules 2025 dataset.

The orbital gap is 9.90 eV. The relative energy (zero: lowest compared OMol25 entry of this formula, charge and spin) comes out at 208.17 kJ/mol. The calculation puts the LUMO energy at -0.3 eV. The total energy is -268.03305 hartree. The value obtained for the strongest force on any atom is 4.621 eV/A. As for the structure (SMILES): C#CC(=O)C=C.

Element x y z (Å)
C 2.269 -0.517 0.027
C 1.146 -0.014 -0.017
C -0.148 0.641 -0.005
O -0.390 1.854 -0.089
C -1.379 -0.249 0.212
C -1.166 -1.489 -0.152
H 3.132 -1.082 0.362
H -2.407 0.009 0.420
H -1.798 -2.324 0.017
H -0.137 -1.669 -0.484